# C10H19N3O4S

One molecule with the formula C10H19N3O4S (ωB97M-V with the def2-TZVPD basis set, the OMol25 dataset).

```
! wB97M-V def2-TZVPD RIJCOSX def2/J DEFGRID3
* xyz 0 1
C -3.124 -0.472 0.344
C -1.718 -1.117 0.243
C -3.148 0.963 -0.135
C -2.048 1.884 0.398
C 0.278 3.661 -0.348
C 0.450 -1.163 -0.859
C 0.602 -2.668 -0.558
C 1.352 -0.271 0.025
C 2.909 -0.401 -0.300
C 3.591 0.782 0.442
H -3.824 -1.708 1.858
H -2.783 -0.293 2.302
H -3.772 -1.120 -0.297
H -4.062 1.419 0.279
H -3.208 0.998 -1.224
H -2.446 2.637 1.051
H -1.358 1.306 1.099
H 0.246 4.622 0.436
H 1.003 2.960 0.174
H 0.796 3.988 -1.343
H -1.224 0.176 -1.207
H 0.713 -1.012 -1.923
H 1.141 -0.569 1.075
H 1.180 0.838 -0.139
H 3.005 -0.352 -1.385
H 3.319 -1.289 0.110
H 5.370 -0.432 0.553
H 5.443 1.184 1.286
H -0.015 -4.398 -0.943
N -3.700 -0.580 1.705
N -0.961 -0.783 -0.825
N 4.881 0.486 0.801
O -1.343 -1.938 1.049
O 1.526 -3.093 0.079
O 3.064 1.831 0.785
O -0.296 -3.471 -1.161
S -1.221 2.711 -0.941
*
```

As for the lowest unoccupied orbital energy: 0.65 eV. The orbital gap is 9.46 eV. Its HOMO energy is -8.809 eV. The value obtained for the energy relative to the best compared isomer or geometry (same formula, charge and spin) is 33.0 kcal/mol. The largest force on an atom comes out at 4.00 eV Å⁻¹. As for the SMILES: CSCC[C@H](N)C(=O)N[C@@H](CCC(N)=O)C(=O)O.

# C10H19N3O4S2Sc

C10H19N3O4S2Sc as an isolated structure (ωB97M-V with the def2-TZVPD basis set, the OMol25 dataset).

```
! wB97M-V def2-TZVPD RIJCOSX def2/J DEFGRID3
* xyz 1 1
Sc 0.020 -0.136 -0.659
O 0.181 -1.746 0.836
C -0.111 -1.350 2.185
C -1.264 -0.388 2.159
C -2.043 -0.167 3.281
C -3.046 0.785 3.222
C -3.248 1.487 2.041
C -2.441 1.198 0.962
N -1.466 0.277 1.012
H 1.131 -1.956 0.729
H 0.763 -0.854 2.614
H -0.352 -2.231 2.780
H -1.860 -0.731 4.185
H -3.664 0.980 4.087
H -4.016 2.242 1.958
H -2.560 1.722 0.022
O 1.577 0.803 0.500
S 2.339 0.778 -0.809
O 3.520 1.552 -0.891
O 1.206 1.174 -1.761
S 2.446 -1.206 -1.178
C -2.196 -2.101 -4.223
C -1.453 -2.286 -2.905
C -0.363 -3.344 -3.033
C -2.404 -2.640 -1.766
N -0.720 -1.033 -2.541
N -1.523 0.158 -2.324
H -2.703 -3.026 -4.494
H -1.503 -1.850 -5.028
H -2.957 -1.320 -4.165
H -0.810 -4.296 -3.314
H 0.169 -3.472 -2.090
H 0.364 -3.072 -3.801
H -2.865 -3.605 -1.975
H -3.222 -1.925 -1.651
H -1.865 -2.725 -0.819
H -0.019 -0.825 -3.250
H -2.503 -0.098 -2.279
H -1.398 0.832 -3.073
*
```

As for the lowest unoccupied orbital energy: -3.49 eV. The orbital gap is 8.36 eV. Its HOMO energy is -11.854 eV. The value obtained for the energy relative to the best compared isomer or geometry (same formula, charge and spin) is 0.4 kcal/mol. The largest force on an atom comes out at 0.23 eV Å⁻¹.

# C10H19N3OS

An isolated ion of composition C10H19N3OS and charge +2 (ωB97M-V with the def2-TZVPD basis set, the OMol25 dataset).

```
! wB97M-V def2-TZVPD RIJCOSX def2/J DEFGRID3
* xyz 2 1
C 1.066 0.129 -0.111
C -1.448 2.663 -0.010
C 0.175 -2.567 -0.295
C 0.475 -1.917 1.081
C -0.407 -1.449 -1.230
C 1.531 -0.863 0.955
C 0.649 -0.333 -1.520
C 0.139 2.164 -0.642
C -2.615 1.786 1.942
C -2.361 1.591 0.437
N 0.803 1.290 0.232
N 2.800 -1.510 0.447
N 0.778 3.389 -1.144
O -1.509 3.822 -0.073
S -0.143 1.150 -2.224
H 0.991 -3.085 -0.739
H -0.590 -3.381 -0.059
H -0.422 -1.525 1.422
H 0.644 -2.780 1.783
H -0.688 -1.834 -2.120
H -1.272 -0.939 -0.829
H 1.703 -0.350 1.943
H 1.540 -0.689 -1.997
H -1.718 1.386 2.314
H -3.609 1.343 2.156
H -2.618 2.801 2.359
H -3.121 1.905 -0.254
H -1.964 0.645 0.165
H 2.443 -1.950 -0.392
H 3.234 -2.193 1.138
H 3.471 -0.801 0.300
H 0.679 3.354 -2.250
H 1.802 3.492 -0.948
H 0.179 4.265 -0.998
*
```

As for the lowest unoccupied orbital energy: -6.69 eV. The orbital gap is 9.25 eV. Its HOMO energy is -15.940 eV. The value obtained for the energy relative to the best compared isomer or geometry (same formula, charge and spin) is 10.8 kcal/mol. The largest force on an atom comes out at 4.73 eV Å⁻¹. As for the SMILES: CCC(=O)[C@@]1([NH3+])N=C2[C@H]([NH3+])CCC[C@H]2S1.

# C10H19NO3

One molecule with the formula C10H19NO3 (ωB97M-V with the def2-TZVPD basis set, the OMol25 dataset).

```
! wB97M-V def2-TZVPD RIJCOSX def2/J DEFGRID3
* xyz 0 1
C -0.346 -2.624 -0.127
C 1.008 -1.951 -0.077
C 2.396 0.026 0.592
C 2.912 0.774 -0.807
C 1.695 1.648 -1.258
C 0.368 0.934 -1.651
C -0.083 0.285 -0.392
C -0.861 1.143 0.603
C -3.102 0.694 0.291
C -2.704 0.464 1.744
H -0.721 -1.536 1.451
H -0.926 -2.238 -1.033
H -0.118 -3.680 -0.228
H 1.522 -2.184 -0.968
H 1.655 -2.498 0.783
H 3.041 -0.755 0.734
H 2.152 0.633 1.414
H 3.858 1.362 -0.874
H 3.165 -0.124 -1.385
H 2.020 2.579 -1.973
H 1.219 1.995 -0.176
H -0.309 1.813 -1.625
H 0.582 0.529 -2.664
H -0.824 -0.491 -0.608
H -0.630 2.288 0.894
H -4.004 1.347 0.291
H -3.165 -0.162 -0.441
H -3.099 -0.454 2.260
H -2.994 1.384 2.501
N 0.998 -0.536 0.422
O -1.239 -2.326 1.045
O -2.153 1.432 -0.325
O -1.311 0.226 1.588
*
```

As for the lowest unoccupied orbital energy: 0.97 eV. The orbital gap is 9.63 eV. Its HOMO energy is -8.659 eV. The value obtained for the energy relative to the best compared isomer or geometry (same formula, charge and spin) is 137.1 kcal/mol. The largest force on an atom comes out at 4.91 eV Å⁻¹. As for the SMILES: OCCN1CCCC[C@@H]1C1OCCO1.

# C10H19NO4

One molecule with the formula C10H19NO4 (ωB97M-V with the def2-TZVPD basis set, the OMol25 dataset).

```
! wB97M-V def2-TZVPD RIJCOSX def2/J DEFGRID3
* xyz 0 1
C 0.167 -1.405 0.087
C -1.016 -1.461 1.036
C 0.233 0.923 -1.016
C 0.816 -0.070 0.074
C -2.148 -0.560 0.685
C -0.671 1.978 -0.412
C -2.876 0.183 1.771
C 2.731 -1.052 -1.314
C 3.219 0.930 0.038
C 2.369 -0.308 -0.062
N -2.718 -0.784 -0.443
O -2.220 -1.291 -1.450
O -4.032 -0.334 -0.641
O -1.768 2.229 -0.862
O -0.160 2.534 0.723
H 0.888 -2.048 0.380
H -0.182 -1.775 -0.940
H -1.320 -2.614 1.146
H -0.766 -1.253 2.090
H 1.278 1.406 -1.409
H -0.302 0.504 -1.936
H 0.920 0.532 1.066
H -4.074 -0.046 1.930
H -2.785 1.308 1.386
H -2.382 0.045 2.753
H 2.461 -0.589 -2.287
H 2.452 -2.183 -1.207
H 3.912 -1.098 -1.341
H 2.688 1.636 0.687
H 3.232 1.599 -0.889
H 4.378 0.651 0.154
H 2.557 -0.868 0.823
H -4.169 -0.098 -1.517
H -0.709 3.376 0.895
*
```

As for the lowest unoccupied orbital energy: 0.58 eV. The orbital gap is 9.09 eV. Its HOMO energy is -8.512 eV. The value obtained for the energy relative to the best compared isomer or geometry (same formula, charge and spin) is 117.4 kcal/mol. The largest force on an atom comes out at 4.36 eV Å⁻¹. As for the SMILES: C/C(CC[C@H](CC(=O)O)C(C)C)=[N+](/[O-])O.

# C10H19NO6P2PtTe

C10H19NO6P2PtTe as an isolated structure (ωB97M-V with the def2-TZVPD basis set, the OMol25 dataset).

```
! wB97M-V def2-TZVPD RIJCOSX def2/J DEFGRID3
* xyz 2 1
Pt -0.049 -1.236 1.049
N 1.644 3.408 0.518
C 0.922 2.367 1.354
C 0.540 2.969 2.701
P 2.072 0.910 1.465
O 3.371 1.606 2.045
O 1.389 -0.080 2.355
O 2.343 0.583 0.018
P -0.536 1.736 0.443
O -1.466 2.978 0.260
O -1.185 0.580 1.131
O 0.004 1.449 -1.009
H 2.556 3.601 0.952
H 1.123 4.289 0.461
H 1.825 3.054 -0.427
H 1.431 3.302 3.235
H 0.057 2.207 3.311
H -0.144 3.812 2.587
H 3.876 1.143 2.730
H -2.393 2.910 0.537
C 2.011 0.631 -2.996
Te 0.697 -0.304 -1.650
C -0.890 -0.319 -3.034
H 1.545 1.569 -3.295
H 2.119 -0.021 -3.863
H 2.966 0.773 -2.499
H -0.602 -0.950 -3.875
H -1.059 0.702 -3.368
H -1.780 -0.732 -2.561
C -2.540 -4.939 0.049
C -1.475 -4.626 -0.783
C -0.853 -3.387 -0.688
C -1.293 -2.493 0.292
C -2.407 -2.771 1.085
C -3.008 -4.017 0.978
H -3.022 -5.903 -0.039
H -1.128 -5.344 -1.514
H -0.018 -3.167 -1.344
H -2.794 -2.031 1.776
H -3.850 -4.260 1.611
*
```

As for the lowest unoccupied orbital energy (spin up / spin down): -7.94 / -7.94 eV. The orbital gap (spin up / spin down) is 6.60 / 6.60 eV. Its HOMO energy (spin up / spin down) is -14.539 / -14.539 eV. The value obtained for the energy relative to the best compared isomer or geometry (same formula, charge and spin) is 0.0 kcal/mol. The largest force on an atom comes out at 0.51 eV Å⁻¹.